[1]
Entry from the OMol25 dataset: a single C4H5NO2 molecule (ωB97M-V/def2-TZVPD).

Results
- net charge = 0
- E_LUMO (alpha / beta) (eV) = -1.05 / -1.05
- Kohn-Sham gap (alpha / beta) (eV) = 7.15 / 7.15
- spin multiplicity = 1
- E_tot (hartree) = -360.4943
- highest occupied orbital energy (alpha / beta) (Ha) = -0.302 / -0.301

Atoms and positions in Å:
O  -2.132224  0.626885  1.324328
C  -1.070388  1.199038  1.300847
C  -0.028368  0.882752  0.286800
O  1.063109  1.590815  0.211523
N  -0.082760  -0.139778  -0.515619
C  1.113145  -0.677819  -1.079509
C  0.014509  -1.581752  -0.542608
H  -0.784808  1.985600  2.021335
H  1.695936  0.882060  -0.233443
H  1.122673  -0.602133  -2.170583
H  -0.724321  -2.049074  -1.191962
H  0.143330  -2.073210  0.422036

Force components x, y, z for each atom (eV/Å):
0.478 0.287 0.002
-0.413 -0.187 0.053
-0.046 -0.263 -0.248
0.010 -0.141 -0.016
0.151 0.369 0.273
0.029 -0.042 -0.167
-0.230 -0.262 0.091
-0.050 -0.076 -0.042
-0.082 0.146 0.020
0.001 -0.004 0.118
0.143 0.082 0.069
0.008 0.093 -0.153



[2]
Entry from the OMol25 dataset: 9 unconnected molecules or ions with the total composition C21H21Cl25N2O2 (ωB97M-V/def2-TZVPD).

Results
- net charge = 0
- E_LUMO (eV) = -0.49
- Kohn-Sham gap (eV) = 8.38
- spin multiplicity = 1
- E_tot (hartree) = -12577.5136
- highest occupied orbital energy (Ha) = -0.326

Atoms and positions in Å:
C  2.665527  -3.135473  2.195211
C  1.336842  -3.090882  2.140076
C  0.588461  -2.385655  1.033588
C  0.702314  -0.872004  0.974728
C  1.467896  -0.131237  1.874439
C  1.554067  1.253295  1.815066
Cl  2.483811  2.124942  2.975515
C  0.876286  1.907241  0.805575
C  0.115786  1.178211  -0.111739
C  -0.006188  -0.200487  -0.037596
N  -0.828786  -0.839295  -0.974533
C  -2.296806  -0.790403  -0.712658
C  -2.707709  -0.484183  0.719835
C  -0.508964  2.192308  -1.053501
O  -1.488607  2.122777  -1.724599
N  0.320972  3.412231  -0.906674
C  0.715005  3.353893  0.491521
O  0.785676  4.305243  1.209986
H  3.155454  -3.927367  2.745311
H  3.250697  -2.399199  1.655919
H  0.742358  -3.600670  2.890806
H  0.990491  -2.773836  0.092835
H  -0.473886  -2.635123  1.042162
H  1.986235  -0.644458  2.673157
H  -0.550260  -1.802939  -1.088472
H  -2.653923  -1.786475  -0.966819
H  -2.761614  -0.061322  -1.374453
H  -2.232301  -1.126606  1.462728
H  -3.782454  -0.664385  0.795143
H  -2.556952  0.560346  0.996449
H  1.176618  3.150844  -1.398745
C  3.963631  2.777855  6.833024
Cl  3.859981  3.950465  5.519887
Cl  3.271731  3.436951  8.314517
Cl  3.169989  1.260052  6.399255
H  5.008147  2.562476  7.012596
C  2.155962  0.362685  -3.886773
Cl  2.051919  1.475830  -5.251683
Cl  1.450965  1.063439  -2.417105
Cl  1.361271  -1.162316  -4.259457
H  3.202369  0.164832  -3.692391
C  -6.412210  -1.171215  2.765486
Cl  -7.349366  -2.473712  3.495307
Cl  -4.856155  -0.994581  3.574479
Cl  -6.212995  -1.443978  1.030965
H  -6.961914  -0.248791  2.894363
C  -0.152695  1.506055  8.009168
Cl  -1.465350  2.553772  7.473207
Cl  0.276651  1.839917  9.685431
Cl  -0.576831  -0.193681  7.792740
H  0.714087  1.713654  7.396658
C  3.705945  -1.356996  -6.720506
Cl  4.479607  -2.187930  -5.369177
Cl  4.900551  -0.863039  -7.917229
Cl  2.462868  -2.372170  -7.454193
H  3.220915  -0.467321  -6.339643
C  -3.029210  -2.301253  -4.328442
Cl  -2.409472  -0.660927  -4.200820
Cl  -2.546818  -3.281746  -2.934009
Cl  -4.783665  -2.305924  -4.502696
H  -2.601175  -2.755833  -5.211052
C  0.627419  -5.251353  -5.788484
Cl  -0.608633  -6.451963  -6.154711
Cl  -0.110617  -3.698484  -5.384679
Cl  1.671223  -5.796946  -4.478818
H  1.238256  -5.111046  -6.670576
C  -0.847012  7.081708  -0.935489
Cl  -0.800694  6.444942  -2.575221
Cl  -0.167622  8.711161  -0.869458
Cl  -2.493822  7.066630  -0.301441
H  -0.241306  6.435800  -0.310510

Force components x, y, z for each atom (eV/Å):
-0.494 -0.096 0.038
0.018 0.110 -0.069
0.274 0.636 0.256
0.146 0.221 -0.074
-0.025 -0.279 0.043
-0.234 0.117 -0.168
0.026 -0.051 0.013
-0.212 -0.231 0.350
-0.472 0.688 0.655
-0.481 0.242 -0.288
0.018 -0.374 0.422
0.158 0.023 0.183
-0.368 0.061 -0.027
0.236 -0.093 0.647
0.149 -0.052 -0.026
-0.747 0.027 0.160
0.141 -0.110 -0.045
0.234 -0.035 -0.122
0.207 0.491 0.536
0.223 -0.489 -0.459
0.024 -0.500 -0.320
-0.099 -0.048 -0.046
0.013 -0.121 0.112
0.028 -0.007 -0.021
-0.020 -0.014 -0.035
-0.169 0.278 -0.027
0.039 -0.062 -0.086
0.121 0.011 -0.032
0.193 0.058 0.000
0.192 -0.020 0.000
0.000 0.613 -0.352
-0.025 0.097 0.019
0.017 -0.049 0.038
0.019 -0.017 -0.025
0.039 -0.042 0.001
0.009 0.002 0.002
-0.130 0.022 0.107
-0.041 0.129 0.033
1.019 -0.668 -1.089
0.030 0.155 0.109
0.028 -0.010 0.014
-0.029 -0.057 -0.001
-0.017 0.007 0.000
0.005 0.014 -0.011
-0.140 -0.034 0.058
-0.002 0.011 -0.005
-0.036 0.051 0.008
0.006 -0.001 -0.004
-0.036 -0.034 0.034
0.030 -0.008 -0.012
0.007 0.008 -0.004
0.058 -0.064 -0.075
0.074 -0.018 0.013
-0.017 0.020 0.012
0.031 0.005 -0.078
0.031 -0.066 -0.078
-0.087 0.080 0.044
0.040 -0.014 -0.009
-0.018 -0.231 -0.227
0.000 -0.010 -0.006
-0.037 -0.054 -0.007
-0.012 -0.069 0.044
0.004 0.012 -0.016
-0.007 -0.100 -0.101
0.022 0.023 -0.009
0.014 0.021 0.001
0.050 -0.105 0.043
-0.015 0.038 -0.064
0.010 -0.006 0.005
0.000 -0.007 0.010
-0.013 -0.022 0.008



[3]
Entry from the OMol25 dataset: 2 unconnected molecules or ions with the total composition C5H8N2O3 (ωB97M-V/def2-TZVPD).

Results
- net charge = 0
- E_LUMO (eV) = 0.57
- Kohn-Sham gap (eV) = 10.82
- spin multiplicity = 1
- E_tot (hartree) = -530.5102
- highest occupied orbital energy (Ha) = -0.377

Atoms and positions in Å:
O  3.064946  0.569633  -2.230139
C  2.311954  0.377890  -1.323435
H  2.597166  0.108488  -0.291890
O  2.023265  -2.560848  0.054501
H  1.667107  -2.690692  -0.857440
H  1.454921  -1.841515  0.408086
O  0.941238  0.565743  -1.501451
C  0.098585  0.431570  -0.448559
N  0.277452  -0.414892  0.481196
C  -0.958438  -0.516797  1.267690
C  -1.916112  0.515367  0.691870
N  -1.401694  1.878046  0.774068
C  -1.220914  1.118288  -0.472184
H  -1.356905  -1.536474  1.172754
H  -0.739292  -0.336565  2.329151
H  -2.993042  0.347266  0.697066
H  -2.160047  2.545847  0.649705
H  -1.690186  1.439648  -1.400983

Force components x, y, z for each atom (eV/Å):
-0.823 -0.327 0.695
0.530 0.402 -0.301
-0.219 0.009 -0.309
-0.557 0.047 -1.023
0.486 0.038 1.103
0.211 -0.281 -0.172
0.489 0.558 -0.003
-0.041 -1.138 -0.141
-0.255 0.357 -0.084
-0.025 0.173 0.436
-0.350 -0.204 -0.032
0.000 0.241 0.172
-0.053 0.115 -0.338
0.136 0.224 -0.023
-0.105 -0.024 -0.249
0.307 0.039 -0.019
0.094 -0.105 0.025
0.174 -0.126 0.263